DFT (the ωB97M-V functional and the def2-TZVPD basis) results for C10H20HfN2PS as an isolated structure.

The charge is +1. Its largest force on an atom is 3.40 eV/Å. The LUMO energy is -3.8 eV. Its HOMO energy is -10.10 eV.

Each line ends with the natural charge from an NBO analysis.
Cartesian coordinates (Å):
C -0.42864 1.44306 -4.01965  -0.686
C -0.07198 0.22075 -4.50770  -0.158
C -0.44466 -1.04179 -3.83170  -0.606
C 0.43362 -1.48592 -2.75945  -0.299
C 1.34489 -0.55134 -2.24002  -0.748
Hf -0.48930 0.42236 -2.19397  1.624
P 1.28525 2.28530 -1.43555  0.067
H -0.49930 2.42096 -4.47177  0.241
H 0.54902 0.07106 -5.41401  0.231
H -1.13737 -1.73357 -4.33148  0.275
H 2.22554 -0.75049 -1.65139  0.231
H 0.36726 -2.52859 -2.41180  0.227
H 0.79915 3.52561 -0.91673  0.019
H 2.19038 2.82976 -2.39779  0.095
H 2.25648 1.99865 -0.42646  0.054
C 0.11274 -2.72082 2.99544  -0.623
C 0.16343 -1.70242 1.87742  -0.222
N -1.22571 -1.43267 1.39536  -0.586
C -1.46345 -0.30407 0.67011  0.377
S -2.44971 -0.38052 -0.75129  -0.132
N -0.95791 0.86593 1.14615  -0.591
C -0.91824 1.11765 2.61519  -0.226
C 0.35253 1.82882 3.01112  -0.624
H -0.53940 -2.38114 3.80753  0.221
H 1.11856 -2.85940 3.39996  0.237
H -0.24641 -3.68953 2.63470  0.222
H 0.59370 -0.75457 2.21602  0.206
H 0.77808 -2.05805 1.03228  0.214
H -1.65747 -2.26641 0.98403  0.422
H -1.22703 1.70253 0.61690  0.414
H -1.79860 1.72694 2.86590  0.222
H -1.02832 0.14988 3.11438  0.223
H 0.37371 2.85149 2.62216  0.220
H 0.39940 1.88244 4.10133  0.243
H 1.23977 1.29807 2.65480  0.213